1.
# C10H26Cl2IrNO2P2

A structure of composition C10H26Cl2IrNO2P2 (the ωB97M-V functional and the def2-TZVPD basis, OMol25).

XYZ file:
```
44
C10H26Cl2IrNO2P2, DFT the ωB97M-V functional and the def2-TZVPD basis
C -1.76996 -4.44509 -0.16138
C -1.43156 -3.03361 0.10438
H -2.62866 -4.73386 0.45648
H -0.92191 -5.11167 0.06452
H -2.02712 -4.57472 -1.22461
O -1.92559 -2.22700 0.86417
Cl 0.01184 -2.53159 -0.93136
Ir 0.49493 -0.35426 -0.57242
P 1.18779 -0.70038 1.56605
C 0.70313 0.42945 2.89528
C 0.95796 -2.31991 2.33939
H 1.50405 -2.32979 3.29642
H 3.48459 -1.22422 2.04787
H 1.35906 -3.10057 1.68127
H 3.24271 -0.80702 0.31601
H -0.38088 0.33814 3.05531
H -0.10724 -2.49851 2.52691
C 2.98659 -0.54556 1.34952
H 1.22865 0.15014 3.82061
H 3.29146 0.48641 1.55195
H 0.95779 1.46307 2.63151
P -1.42148 0.45662 -1.47242
C -2.32232 1.78454 -0.63126
C -0.80215 1.17418 -3.02719
H -2.34071 -1.49391 -2.57179
H -3.49850 -0.12921 -2.53501
H -3.21414 -1.09725 -1.05399
C -2.74468 -0.68540 -1.95514
H 0.10218 0.62346 -3.31405
H -1.57094 1.07841 -3.80244
H -3.12195 2.17293 -1.27654
H -1.63874 2.60449 -0.37896
H -0.55897 2.23173 -2.87410
H -2.76618 1.37842 0.28680
Cl 2.13783 -0.92612 -2.15919
C 2.29183 3.79246 -0.56812
C 1.41920 2.62491 -0.24572
N 0.44613 2.74609 0.66575
O 1.62132 1.52987 -0.83977
H 1.94504 4.71336 -0.08502
H 2.31770 3.95004 -1.65440
H 3.32023 3.59154 -0.23888
H -0.12148 1.92863 0.90175
H 0.30316 3.62081 1.15186
```

Results
2S+1: 5
electronic energy: -2308.672161 hartree
frontier orbital gap (alpha / beta): 8.1 / 7.1 eV
max |F|: 0.0890 Eh/bohr
ΔE to the lowest compared entry with this formula, charge and spin: 16.82 kcal per mole
molar mass: 517.39 g/mol
total charge: +2

2.
# C10H26F6N3O6P3S2Ti

A structure of composition C10H26F6N3O6P3S2Ti (the ωB97M-V functional and the def2-TZVPD basis, OMol25).

XYZ file:
```
57
C10H26F6N3O6P3S2Ti, DFT the ωB97M-V functional and the def2-TZVPD basis
Ti 0.42690 -0.11330 -0.10474
F -2.46781 -0.32865 4.59592
C -1.45886 -0.70821 3.87846
F -1.70438 -1.81773 3.21182
F -0.34780 -0.80168 4.56328
S -1.14834 0.63601 2.58359
O -0.01871 0.00300 1.71069
O -0.72452 1.86173 3.14281
N -2.44740 0.60841 1.71528
S -2.43531 1.00753 0.21307
O -1.47918 0.07296 -0.52378
O -2.15186 2.37429 -0.10799
C -4.15280 0.50204 -0.40673
F -4.30504 -0.76847 -0.13873
F -5.01141 1.25237 0.21390
F -4.12369 0.72768 -1.69781
C 3.72911 -1.20689 1.18183
P 2.19527 -1.87620 0.50874
C 1.46246 -2.93774 1.77493
C 2.56590 -2.90955 -0.94080
C 1.25404 -3.42558 -1.52879
P 0.05843 -2.06530 -1.75858
C -1.60050 -2.76468 -1.74141
C 0.34034 -1.33375 -3.39098
H 4.36108 -2.04204 1.49655
H 3.52553 -0.58368 2.05330
H 4.26688 -0.62901 0.43084
H 2.13252 -3.78324 1.95238
H 0.48479 -3.32026 1.48040
H 1.35944 -2.37605 2.70370
H 3.21756 -3.73328 -0.63642
H 3.12848 -2.31140 -1.66235
H 0.78953 -4.16818 -0.87573
H 1.41371 -3.91444 -2.49337
H -1.62081 -3.59997 -2.44712
H -2.32924 -2.02084 -2.05905
H -1.86193 -3.13813 -0.75097
H 0.11227 -2.08644 -4.15067
H 1.38071 -1.02932 -3.51161
H -0.31635 -0.47661 -3.54649
N 3.13110 4.08435 -2.90479
C 2.98495 3.26426 -1.64798
P 1.19152 2.92939 -1.34401
O 1.18076 1.48335 -0.70606
O 0.47629 3.15754 -2.61006
C 0.53275 4.10389 -0.07564
N -0.71899 4.74800 -0.59950
H 3.11791 5.09377 -2.72698
H 2.35946 3.87539 -3.55746
H 4.02066 3.88974 -3.37906
H 3.50237 3.76192 -0.82829
H 3.47405 2.30671 -1.82260
H 1.26460 4.88910 0.12003
H 0.30475 3.62161 0.87451
H -0.66140 4.91550 -1.61213
H -0.91100 5.63708 -0.12545
H -1.52607 4.12556 -0.45453
```

Results
electronic energy: -4280.102544 hartree
frontier orbital gap: 8.3 eV
max |F|: 0.0044 Eh/bohr
ΔE to the lowest compared entry with this formula, charge and spin: 0.00 kcal per mole
molar mass: 603.24 g/mol
total charge: +4

3.
# C10H26MnO6P3S3

A structure of composition C10H26MnO6P3S3 (the ωB97M-V functional and the def2-TZVPD basis, OMol25).

XYZ file:
```
49
C10H26MnO6P3S3, DFT the ωB97M-V functional and the def2-TZVPD basis
Mn -0.30787 0.60029 -0.14079
C 2.72181 2.88091 2.32722
C 3.28708 1.85632 1.37326
O 3.16320 0.51682 1.91683
P 1.94207 -0.43103 1.55307
S 0.18963 0.10233 2.29340
S 1.73855 -0.73879 -0.41590
O 2.56940 -1.71864 2.28491
C 1.79332 -2.91821 2.35724
C 1.31152 -3.14269 3.77388
H 2.87762 3.87936 1.91384
H 3.21333 2.81712 3.30038
H 1.64827 2.74602 2.44163
H 4.35985 1.98723 1.22541
H 2.78170 1.90970 0.41085
H 2.44651 -3.72803 2.02689
H 0.95193 -2.86069 1.66527
H 2.15637 -3.18263 4.46250
H 0.76386 -4.08601 3.83776
H 0.65185 -2.32960 4.07572
C 0.81931 1.37430 -3.39248
P -0.56151 0.75659 -2.38440
C -1.97110 1.72115 -3.01006
C -0.92706 -0.92878 -3.02823
C -2.08340 -1.48458 -2.18657
P -1.78819 -1.07198 -0.39431
C -3.46636 -0.69491 0.21627
C -1.49727 -2.72641 0.32637
H 0.60700 1.33764 -4.46287
H 1.71722 0.79834 -3.16670
H 0.98790 2.40703 -3.08172
H -2.06302 1.62293 -4.09466
H -1.80898 2.75886 -2.71558
H -2.88945 1.38737 -2.52636
H -0.02566 -1.53050 -2.88137
H -1.16263 -0.92108 -4.09620
H -2.21124 -2.56129 -2.32010
H -3.02192 -1.00968 -2.48320
H -4.19593 -1.44992 -0.08539
H -3.75410 0.28895 -0.15537
H -3.43224 -0.63194 1.30467
H -2.32423 -3.40666 0.11117
H -1.37678 -2.61999 1.40516
H -0.57082 -3.13142 -0.08356
O -0.83570 3.93750 -1.12635
S -0.65817 3.19083 0.11490
O -0.73930 4.00285 1.30606
O -1.66468 2.02837 0.15077
O 0.63833 2.39664 0.05676
```

Results
2S+1: 2
electronic energy: -4217.964405 hartree
frontier orbital gap (alpha / beta): 7.5 / 7.0 eV
max |F|: 0.0024 Eh/bohr
ΔE to the lowest compared entry with this formula, charge and spin: 0.00 kcal per mole
molar mass: 486.37 g/mol
total charge: -1

4.
# C10H26N2O5PS

A cluster of 2 separate species, C10H26N2O5PS in total (the ωB97M-V functional and the def2-TZVPD basis, OMol25).

XYZ file:
```
45
C10H26N2O5PS, DFT the ωB97M-V functional and the def2-TZVPD basis
C 2.89920 -0.15740 2.56134
C 2.88268 -1.02624 1.31742
N 2.05765 -2.24891 1.47786
N 0.74894 -2.18665 0.85441
C -0.02519 -3.38805 1.42265
O -0.93799 -3.80174 0.50199
C -2.30886 -3.89389 0.91790
C 0.04890 -0.91828 1.24410
O -1.30672 -1.09746 1.13141
C -2.01282 0.01390 0.57154
C -2.12788 1.18082 1.52322
P 0.89272 -2.44032 -0.96385
S -0.46911 -1.72665 -2.10694
H 2.86112 -0.79154 3.43575
H 2.06533 0.52957 2.56200
H 3.82300 0.39663 2.60430
H 2.62440 -0.44033 0.44005
H 3.89290 -1.37548 1.15589
H 2.56077 -3.01945 1.04912
H -0.42078 -3.10529 2.39045
H 0.72561 -4.15835 1.57789
H -2.91822 -3.51384 0.11307
H -2.51132 -3.29528 1.79708
H -2.56062 -4.92487 1.11039
H 0.33347 -0.73711 2.27758
H 0.40082 -0.07896 0.65235
H -2.99341 -0.33175 0.28626
H -1.54070 0.35316 -0.34445
H -2.35611 0.83445 2.52684
H -1.22053 1.76730 1.57162
H -2.95171 1.80466 1.21452
H 2.13479 -1.85366 -1.23418
H 1.10155 -3.82458 -1.03010
C -0.16890 6.23371 -2.46047
O -0.35903 5.17490 -3.40550
C -0.28483 3.95298 -2.89442
O -0.07867 3.67400 -1.73803
O -0.48091 3.07208 -3.87897
C -0.41996 1.71560 -3.44989
H -0.25649 7.15991 -3.01909
H -0.93498 6.20093 -1.68887
H 0.81955 6.17284 -2.01041
H -1.19032 1.52180 -2.70412
H 0.56222 1.48579 -3.03965
H -0.59955 1.09106 -4.32007
```

Results
electronic energy: -1621.551694 hartree
frontier orbital gap: 10.2 eV
max |F|: 0.0418 Eh/bohr
ΔE to the lowest compared entry with this formula, charge and spin: 24.14 kcal per mole
molar mass: 317.37 g/mol
total charge: +1

Look up the molar mass of the second one. 603.24 g/mol

Repeat the second record exactly.
# C10H26F6N3O6P3S2Ti

A structure of composition C10H26F6N3O6P3S2Ti (the ωB97M-V functional and the def2-TZVPD basis, OMol25).

XYZ file:
```
57
C10H26F6N3O6P3S2Ti, DFT the ωB97M-V functional and the def2-TZVPD basis
Ti 0.42690 -0.11330 -0.10474
F -2.46781 -0.32865 4.59592
C -1.45886 -0.70821 3.87846
F -1.70438 -1.81773 3.21182
F -0.34780 -0.80168 4.56328
S -1.14834 0.63601 2.58359
O -0.01871 0.00300 1.71069
O -0.72452 1.86173 3.14281
N -2.44740 0.60841 1.71528
S -2.43531 1.00753 0.21307
O -1.47918 0.07296 -0.52378
O -2.15186 2.37429 -0.10799
C -4.15280 0.50204 -0.40673
F -4.30504 -0.76847 -0.13873
F -5.01141 1.25237 0.21390
F -4.12369 0.72768 -1.69781
C 3.72911 -1.20689 1.18183
P 2.19527 -1.87620 0.50874
C 1.46246 -2.93774 1.77493
C 2.56590 -2.90955 -0.94080
C 1.25404 -3.42558 -1.52879
P 0.05843 -2.06530 -1.75858
C -1.60050 -2.76468 -1.74141
C 0.34034 -1.33375 -3.39098
H 4.36108 -2.04204 1.49655
H 3.52553 -0.58368 2.05330
H 4.26688 -0.62901 0.43084
H 2.13252 -3.78324 1.95238
H 0.48479 -3.32026 1.48040
H 1.35944 -2.37605 2.70370
H 3.21756 -3.73328 -0.63642
H 3.12848 -2.31140 -1.66235
H 0.78953 -4.16818 -0.87573
H 1.41371 -3.91444 -2.49337
H -1.62081 -3.59997 -2.44712
H -2.32924 -2.02084 -2.05905
H -1.86193 -3.13813 -0.75097
H 0.11227 -2.08644 -4.15067
H 1.38071 -1.02932 -3.51161
H -0.31635 -0.47661 -3.54649
N 3.13110 4.08435 -2.90479
C 2.98495 3.26426 -1.64798
P 1.19152 2.92939 -1.34401
O 1.18076 1.48335 -0.70606
O 0.47629 3.15754 -2.61006
C 0.53275 4.10389 -0.07564
N -0.71899 4.74800 -0.59950
H 3.11791 5.09377 -2.72698
H 2.35946 3.87539 -3.55746
H 4.02066 3.88974 -3.37906
H 3.50237 3.76192 -0.82829
H 3.47405 2.30671 -1.82260
H 1.26460 4.88910 0.12003
H 0.30475 3.62161 0.87451
H -0.66140 4.91550 -1.61213
H -0.91100 5.63708 -0.12545
H -1.52607 4.12556 -0.45453
```

Results
electronic energy: -4280.102544 hartree
frontier orbital gap: 8.3 eV
max |F|: 0.0044 Eh/bohr
ΔE to the lowest compared entry with this formula, charge and spin: 0.00 kcal per mole
molar mass: 603.24 g/mol
total charge: +4